Model A:
Here is a 2-piece molecular cluster, C4H12NO2 overall from the Open Molecules 2025 dataset. Energies are from wB97M-V/def2-TZVPD.

Last columns: bonded neighbours and bond lengths (Å).
CARTESIAN COORDINATES (ANGSTROEM)
1 C 0.15 1.21 0.09  N2 1.463, C5 1.557, H7 1.107, H8 1.089
2 N -0.33 0.24 -0.90  C1 1.463, C3 1.568, H9 1.011
3 C -1.88 0.37 -1.04  N2 1.568, O4 1.346, H10 1.112, H11 1.114
4 O -2.54 -0.56 -0.33  C3 1.346
5 C 1.69 1.05 0.18  C1 1.557, C6 1.561, H12 1.079, H13 1.102
6 C 1.95 -0.22 1.04  C5 1.561, H14 1.090, H15 1.088, H16 1.099
7 H -0.30 1.06 1.09  C1 1.107
8 H -0.16 2.21 -0.22  C1 1.089
9 H -0.29 -0.70 -0.52  N2 1.011
10 H -2.00 0.44 -2.14  C3 1.112
11 H -2.15 1.34 -0.56  C3 1.114
12 H 2.05 1.09 -0.84  C5 1.079
13 H 2.12 1.91 0.72  C5 1.102
14 H 1.09 -0.33 1.70  C6 1.090
15 H 2.86 -0.27 1.63  C6 1.088
16 H 1.87 -1.14 0.44  C6 1.099
17 H -0.69 -2.71 -0.36  O19 0.948
18 H -1.94 -2.03 -0.07  O19 1.032
19 O -1.50 -2.95 0.07  H17 0.948, H18 1.032

Calculated values
Total charge: -1

Atomic partial charges in e from the Löwdin method, atoms 1 to 2: atom 1 (C): -0.312, atom 2 (N): -0.063

Model B:
Here is a 2-piece molecular cluster, C4H12NO2 overall from the Open Molecules 2025 dataset. Energies are from wB97M-V/def2-TZVPD.

Last columns: bonded neighbours and bond lengths (Å).
CARTESIAN COORDINATES (ANGSTROEM)
1 C -1.30 0.39 -2.06  N2 1.489, H7 1.077, H8 1.092, H9 1.138
2 N -0.42 -0.06 -0.94  C1 1.489, C3 1.463, C4 1.472
3 C -1.18 -0.46 0.24  N2 1.463, H10 1.096, H11 1.107, H12 1.170
4 C 0.52 0.97 -0.49  N2 1.472, C5 1.709, H13 0.972, H14 1.151
5 C 1.49 0.54 0.85  C4 1.709, O6 1.349, H15 1.186, H16 1.129
6 O 0.63 0.20 1.83  C5 1.349
7 H -0.83 0.24 -3.01  C1 1.077
8 H -1.78 1.36 -1.95  C1 1.092
9 H -2.21 -0.31 -2.03  C1 1.138
10 H -0.53 -0.66 1.11  C3 1.096
11 H -1.83 -1.33 0.03  C3 1.107
12 H -1.88 0.34 0.74  C3 1.170
13 H 1.12 1.30 -1.18  C4 0.972
14 H 0.02 1.83 0.10  C4 1.151
15 H 2.18 1.44 1.23  C5 1.186
16 H 2.04 -0.31 0.36  C5 1.129
17 H 1.71 -1.95 1.06  O19 0.963
18 H 0.90 -1.33 2.18  O19 1.010
19 O 1.35 -2.19 1.92  H17 0.963, H18 1.010

Calculated values
Total charge: -1

Atomic partial charges in e from the Löwdin method, atoms 1 to 2: atom 1 (C): -0.131, atom 2 (N): -0.242

Model C:
Here is a 2-piece molecular cluster, C4H12NO2 overall from the Open Molecules 2025 dataset. Energies are from wB97M-V/def2-TZVPD.

Last columns: bonded neighbours and bond lengths (Å).
CARTESIAN COORDINATES (ANGSTROEM)
1 C -0.93 -0.70 -1.24  N2 1.469, C5 1.571, H7 1.103, H8 1.078
2 N 0.51 -0.44 -1.17  C1 1.469, C3 1.476, H9 1.010
3 C 1.30 -1.37 -0.33  N2 1.476, O4 1.328, H10 1.156, H11 1.130
4 O 1.37 -1.02 0.95  C3 1.328
5 C -1.73 0.46 -0.53  C1 1.571, C6 1.526, H12 1.087, H13 1.127
6 C -1.36 0.95 0.86  C5 1.526, H14 1.071, H15 1.102, H16 1.093
7 H -1.30 -1.60 -0.72  C1 1.103
8 H -1.32 -0.66 -2.24  C1 1.078
9 H 0.66 0.49 -0.81  N2 1.010
10 H 2.37 -1.44 -0.78  C3 1.156
11 H 0.83 -2.38 -0.51  C3 1.130
12 H -1.63 1.23 -1.30  C5 1.087
13 H -2.79 0.08 -0.43  C5 1.127
14 H -1.66 0.25 1.62  C6 1.071
15 H -1.75 1.97 1.01  C6 1.102
16 H -0.28 1.05 1.01  C6 1.093
17 H 2.63 1.62 1.08  O19 0.965
18 H 2.19 0.40 1.69  O19 1.001
19 O 2.89 1.10 1.85  H17 0.965, H18 1.001

Calculated values
Total charge: -1

Atomic partial charges in e from the Löwdin method, atoms 1 to 2: atom 1 (C): -0.261, atom 2 (N): -0.076

Ranking the structures above by energy, model A is first and the second is 12.1 kJ/mol behind.